Run a
119
Properties=species:S:1:pos:R:3:mulliken_charge:R:1 method="wB97M-V/def2-TZVPD" homo_lumo_gap_ev=9.11 homo_ev=-8.6
C -6.014 -3.780 2.328 -0.604
O -6.608 -2.655 1.719 -0.450
C -5.699 -1.442 1.793 0.104
C -6.356 -0.282 1.118 0.476
C -6.486 -0.522 -0.431 -1.391
N -5.610 0.961 1.411 -0.828
H -6.669 -4.696 2.289 0.223
H -5.934 -3.598 3.415 0.263
H -5.167 -3.899 1.662 0.256
H -5.736 -1.150 2.836 0.436
H -4.863 -1.729 1.481 -0.338
H -7.326 0.179 1.645 0.299
H -7.396 -1.275 -0.834 0.298
H -5.523 -0.790 -1.021 0.048
H -6.995 0.229 -0.831 0.619
H -4.494 0.719 1.048 0.571
H -5.304 1.015 2.431 0.261
C 1.732 -1.178 1.483 -0.719
O 0.427 -1.451 1.045 -0.395
C -0.311 -0.252 0.692 -0.447
C -1.844 -0.752 0.621 0.480
C -2.048 -1.668 -0.517 -0.943
N -2.727 0.482 0.451 0.273
H 2.180 -2.217 1.700 0.178
H 1.515 -0.485 2.240 0.479
H 2.258 -0.574 0.860 0.211
H -0.178 0.345 1.565 0.365
H -0.081 0.282 -0.296 0.039
H -2.159 -1.169 1.553 0.262
H -3.044 -2.165 -0.371 -0.022
H -1.341 -2.426 -0.848 0.427
H -2.043 -1.192 -1.369 -0.274
H -2.734 0.993 1.354 0.084
H -2.457 1.028 -0.350 -0.334
C -2.209 0.300 4.014 -0.785
O -2.568 1.672 3.343 -0.319
C -1.990 2.708 4.053 -0.595
C -2.162 3.955 3.232 0.422
C -1.645 3.854 1.780 -1.148
N -1.451 5.077 3.808 -0.741
H -0.975 -0.089 4.099 0.232
H -2.752 -0.432 3.442 0.063
H -2.466 0.297 4.969 0.595
H -2.508 2.920 4.942 0.374
H -0.887 2.287 3.965 0.314
H -3.127 4.376 2.953 0.271
H -2.461 3.145 1.337 -0.067
H -0.749 3.263 1.825 0.230
H -1.542 4.746 1.213 0.500
H -1.576 5.944 3.363 0.280
H -1.995 5.062 4.712 0.268
C -1.488 -2.244 -4.402 0.439
O -0.109 -2.564 -4.315 -0.406
C 0.759 -1.376 -4.230 -0.283
C 2.113 -1.828 -3.794 0.624
C 2.118 -2.627 -2.487 -1.926
N 3.099 -0.764 -3.831 -0.658
H -1.721 -1.818 -5.436 0.261
H -1.750 -1.799 -3.627 -0.752
H -1.936 -3.203 -4.499 0.304
H 0.563 -0.939 -5.188 0.372
H 0.194 -0.798 -3.413 -0.128
H 2.527 -2.424 -4.679 0.277
H 3.006 -3.021 -2.326 0.550
H 1.367 -3.280 -2.587 0.589
H 1.908 -1.986 -1.634 0.257
H 3.192 -0.470 -4.815 0.347
H 2.486 0.112 -3.505 0.237
C 4.056 -3.000 4.819 -0.721
O 4.957 -4.119 4.365 -0.343
C 5.859 -3.825 3.376 -0.197
C 6.642 -5.021 3.023 0.127
C 7.718 -5.595 4.059 -1.360
N 7.419 -4.677 1.810 -0.616
H 3.369 -3.510 5.514 0.306
H 3.688 -2.443 4.130 0.173
H 4.439 -2.347 5.529 0.386
H 5.275 -3.457 2.579 0.222
H 6.816 -3.042 3.516 0.167
H 6.052 -5.892 3.153 0.263
H 8.543 -4.997 4.208 0.392
H 7.987 -6.633 3.524 0.298
H 7.193 -6.074 4.826 0.408
H 7.855 -5.520 1.421 0.292
H 6.728 -4.389 1.089 0.230
C 7.630 3.579 -3.384 -0.847
O 6.985 2.940 -2.374 -0.325
C 6.026 3.816 -1.725 -0.706
C 5.285 2.897 -0.615 0.311
C 4.083 2.151 -1.175 -1.326
N 4.856 3.646 0.602 -0.716
H 8.122 2.832 -3.807 0.362
H 8.611 4.248 -3.145 0.227
H 7.022 3.986 -4.125 0.376
H 6.423 4.672 -1.429 0.561
H 5.355 4.159 -2.671 0.248
H 5.962 2.064 -0.374 0.342
H 4.154 1.459 -2.119 0.285
H 3.464 2.976 -1.371 0.404
H 3.690 1.612 -0.244 0.230
H 4.292 4.384 0.193 0.262
H 5.685 3.974 0.830 0.298
C -5.729 1.994 -5.507 -0.772
O -4.563 2.152 -4.690 -0.280
C -4.626 2.515 -3.287 -0.479
C -3.296 2.355 -2.753 0.705
C -2.720 0.937 -2.774 -1.047
N -3.333 2.826 -1.399 -0.435
H -6.211 3.114 -5.341 0.244
H -6.573 1.408 -5.179 0.317
H -5.500 1.963 -6.548 0.277
H -4.938 3.663 -3.213 0.246
H -5.594 1.852 -3.033 0.129
H -2.457 3.008 -3.287 0.213
H -3.387 0.148 -2.349 -0.133
H -1.758 1.046 -2.387 0.461
H -2.441 0.600 -3.893 0.115
H -4.258 2.843 -1.074 0.230
H -3.083 3.826 -1.421 0.292



Run b
119
Properties=species:S:1:pos:R:3:mulliken_charge:R:1 method="wB97M-V/def2-TZVPD" homo_lumo_gap_ev=9.64 homo_ev=-9.0
C 4.755 -2.165 -0.869 -0.823
O 4.768 -1.762 0.478 -0.267
C 4.330 -2.778 1.332 -0.147
C 4.205 -2.227 2.739 0.005
C 3.307 -0.992 2.756 -0.598
N 5.514 -1.799 3.303 -0.773
H 3.707 -2.162 -1.211 0.034
H 5.129 -3.189 -0.977 0.602
H 5.279 -1.472 -1.520 0.338
H 3.338 -3.177 1.055 -0.072
H 5.038 -3.622 1.314 0.461
H 3.825 -2.955 3.456 0.531
H 2.349 -1.223 2.280 0.137
H 3.760 -0.188 2.176 -0.258
H 3.150 -0.678 3.785 0.591
H 5.830 -0.989 2.779 0.278
H 6.219 -2.515 3.165 0.286
C -5.867 -0.542 -1.616 -0.582
O -6.384 0.670 -1.139 -0.389
C -5.406 1.702 -1.124 -0.411
C -6.121 3.028 -0.967 0.337
C -7.129 3.262 -2.071 -1.537
N -5.192 4.175 -0.976 -0.573
H -5.516 -0.481 -2.652 0.331
H -6.649 -1.298 -1.550 0.298
H -5.038 -0.892 -0.983 0.146
H -4.785 1.543 -0.230 0.295
H -4.791 1.672 -2.030 0.324
H -6.630 3.080 -0.002 0.261
H -7.934 2.524 -2.074 0.351
H -6.650 3.118 -3.050 0.368
H -7.581 4.251 -2.056 0.408
H -4.361 3.966 -0.426 0.107
H -4.822 4.374 -1.901 0.298
C -0.146 -5.959 -1.156 -0.456
O 1.145 -5.428 -0.988 -0.118
C 2.159 -6.237 -1.543 -1.158
C 3.393 -5.407 -1.759 1.507
C 3.153 -4.255 -2.748 -1.206
N 4.505 -6.285 -2.133 -0.754
H -0.822 -5.329 -0.581 -0.227
H -0.193 -6.993 -0.804 0.319
H -0.459 -5.897 -2.206 0.362
H 2.354 -7.128 -0.934 0.407
H 1.822 -6.603 -2.532 0.416
H 3.708 -4.955 -0.813 -0.485
H 3.957 -3.528 -2.619 0.306
H 2.235 -3.730 -2.469 0.184
H 3.057 -4.602 -3.776 0.410
H 4.340 -6.771 -3.010 0.272
H 5.326 -5.714 -2.301 0.261
C -2.257 5.081 1.738 -0.841
O -1.513 5.085 0.562 -0.170
C -1.979 6.041 -0.372 -0.832
C -1.100 5.990 -1.587 0.786
C -1.429 7.074 -2.599 -1.542
N -1.168 4.658 -2.184 -0.736
H -3.317 4.847 1.574 0.291
H -2.199 6.037 2.280 0.326
H -1.851 4.338 2.431 0.287
H -3.022 5.790 -0.618 0.247
H -2.008 7.045 0.072 0.338
H -0.071 6.218 -1.257 0.127
H -0.617 7.112 -3.331 0.392
H -1.434 8.056 -2.124 0.385
H -2.354 6.884 -3.144 0.327
H -0.455 4.572 -2.901 0.229
H -0.899 3.981 -1.471 0.234
C 1.238 -1.772 0.154 0.105
O 0.224 -0.803 0.262 -0.117
C 0.721 0.513 0.112 -0.710
C -0.355 1.532 0.454 1.025
C -1.507 1.456 -0.545 -1.404
N 0.306 2.839 0.318 0.058
H 1.409 -2.047 -0.893 0.350
H 0.945 -2.645 0.737 0.349
H 2.177 -1.389 0.577 -1.104
H 1.524 0.649 0.853 0.145
H 1.137 0.675 -0.892 0.196
H -0.682 1.233 1.460 0.083
H -1.216 1.879 -1.505 0.336
H -2.414 1.955 -0.205 0.094
H -1.702 0.391 -0.697 0.415
H 1.194 2.824 0.823 -0.033
H -0.260 3.548 0.782 0.060
C -5.411 -5.174 1.901 -0.749
O -4.768 -3.938 2.074 -0.292
C -3.398 -4.063 2.381 -0.675
C -2.727 -2.765 2.023 0.592
C -2.605 -2.577 0.511 -0.102
N -1.400 -2.618 2.635 -0.627
H -4.879 -5.806 1.179 0.319
H -6.426 -4.985 1.560 0.245
H -5.469 -5.738 2.844 0.294
H -3.255 -4.306 3.445 0.345
H -2.971 -4.901 1.810 0.270
H -3.397 -1.953 2.344 0.180
H -2.126 -1.625 0.300 -0.133
H -3.631 -2.533 0.126 0.269
H -2.153 -3.410 -0.028 -0.295
H -1.495 -2.405 3.624 0.288
H -0.979 -1.786 2.227 0.109
C 3.079 3.007 3.121 -1.025
O 2.959 2.759 1.741 -0.134
C 4.037 3.285 0.999 -1.168
C 4.034 2.744 -0.415 0.746
C 4.312 1.254 -0.467 -1.028
N 5.049 3.510 -1.153 -0.719
H 2.092 3.052 3.580 0.297
H 3.593 3.943 3.363 0.370
H 3.638 2.191 3.597 0.279
H 3.949 4.377 0.917 0.402
H 4.991 3.095 1.512 0.485
H 3.084 2.989 -0.892 0.298
H 5.307 1.008 -0.086 0.452
H 4.256 0.849 -1.480 0.335
H 3.607 0.683 0.141 -0.212
H 6.001 3.225 -0.977 0.238
H 4.856 3.529 -2.142 0.257



The computed energies, referenced to the most stable structure and given in kcal/mol, are run a 372.2; run b 0.0.